# 1
169
Properties=species:S:1:pos:R:3:forces:R:3:mulliken_charge:R:1 method="wB97M-V/def2-TZVPD" lumo_energy_ev=-4.621 largest_force_ha_per_bohr=0.134 e_homo_ev=-10.444 energy_ev=-155239.30590 de_lowest_kj_mol=0.0 charge=+1
C 0.7074 -0.3456 -2.4939 0.217 0.431 0.009 -1.2438
H 4.5705 -6.3139 -4.0544 0.054 0.034 -0.050 0.4053
F 5.0311 -3.9052 -4.8988 -0.203 0.207 -0.002 -0.3363
H -2.1070 2.4736 -4.6815 0.111 0.437 -0.037 0.3575
H 6.5904 -2.2365 2.9445 -0.076 2.844 0.116 0.3575
H 8.6284 -2.6000 -1.0332 -0.928 1.458 -0.826 0.3413
H 6.3073 -8.0824 -3.7945 0.000 0.141 -0.039 0.3729
C 8.5948 4.3587 7.1686 -0.108 0.058 0.406 -0.5196
H 1.1831 -1.9988 4.9968 0.118 -0.147 0.174 -0.1380
C 7.9746 0.2171 -2.5880 3.720 2.300 -0.170 0.1436
C 2.2479 0.7792 -0.5990 1.404 -0.014 4.218 -0.0567
C 5.4929 4.9800 4.0271 -0.269 1.177 0.674 0.5519
H -0.1164 -3.4950 8.8117 0.105 0.019 -0.113 0.3620
H 4.8913 3.0410 -0.6999 -0.479 -1.741 -0.059 0.3501
F -2.8376 0.6430 -4.7606 0.377 -0.145 -0.025 -0.3169
H 7.5488 -3.5676 -5.4233 -0.044 -0.046 0.046 0.4109
H 4.9787 2.0346 3.1901 0.229 -1.337 -1.903 0.2273
C -1.7444 3.4953 -4.6213 0.152 0.217 0.125 -0.0291
C 6.3451 6.0732 4.0456 0.046 -0.092 -0.362 -0.7577
H -6.3069 -4.6147 -7.6247 -0.021 -0.038 0.054 0.4124
N 2.8461 0.4771 2.4886 1.518 1.515 -5.062 -0.7081
H -0.4294 7.1332 -4.4276 -0.055 -0.056 -0.037 0.4297
H 6.6824 8.0405 4.8469 -0.048 -0.153 -0.004 0.3674
H -6.7826 -5.9545 2.4636 0.084 0.024 -0.011 0.4271
C -10.5662 -3.8287 3.6793 0.162 -0.032 -0.021 -0.1607
C -0.8210 0.1539 -2.3174 -0.358 0.219 -1.009 0.5874
C 7.8551 -1.7804 -1.2572 -1.784 -0.378 1.207 -0.3768
C -4.4134 -0.8893 -5.6209 0.247 -0.013 0.000 -0.7255
C 6.1402 1.1524 -0.9732 0.008 0.708 -0.544 -0.1174
C -4.1121 -3.9803 1.7722 0.071 -0.058 -0.118 -0.5587
C 7.3301 4.9322 7.0704 -0.126 -0.018 -0.101 0.3023
O -1.9023 1.2213 0.4638 -1.674 -2.690 -2.626 -0.5350
C -7.2936 6.2925 -3.8825 -0.162 -0.046 0.047 -0.3718
H 8.9395 4.3824 10.5504 -0.083 0.049 -0.116 0.3677
H 0.9486 -1.3016 -1.8732 -0.381 1.687 -1.031 0.4384
C 2.9076 -3.7953 7.2990 0.151 -0.032 -0.024 -0.4256
C 6.3639 -2.4668 -1.1575 0.519 -0.028 -0.104 -0.6736
H 0.8934 -0.6119 -3.6019 -0.339 0.388 1.865 0.4203
H 9.1296 4.0655 6.2706 -0.093 0.034 0.085 0.3717
C -5.1217 0.9950 -4.2856 0.198 0.168 0.123 -0.0620
C 9.1722 4.1610 8.4217 0.049 -0.019 -0.047 -0.5055
F -1.4170 6.4297 -6.7191 -0.012 0.039 -0.020 -0.3721
H 4.2857 1.8924 -2.0140 0.584 0.102 2.076 0.4271
C 5.1758 1.4580 2.1966 -0.015 -1.324 1.178 0.0050
C 6.5795 1.0203 -2.5438 0.025 -0.466 0.460 -0.4331
H -4.9934 -6.6861 -8.0677 -0.085 0.050 0.111 0.3644
H -11.0175 -1.0667 5.5959 0.020 -0.062 -0.055 0.4010
H 8.6723 -7.5701 -4.3288 -0.104 0.108 -0.024 0.3755
Cl 0.5615 -0.5913 2.9601 0.612 0.532 -0.992 -0.0309
H -5.8344 -2.0373 3.9597 0.013 -0.119 -0.079 0.4189
H -3.2078 -3.9933 1.1742 -0.056 -0.013 0.020 0.4390
H 5.7297 0.5126 -3.1293 1.466 0.403 0.869 0.3432
C -5.6524 -7.1410 -4.7642 0.008 0.164 -0.292 -0.3514
C 1.3550 0.1560 0.5109 1.628 1.083 -1.603 0.4233
C 4.3307 4.9633 4.7845 -0.033 -0.156 -0.076 -0.2959
C -6.1294 -5.0901 2.5046 -0.050 -0.118 -0.029 -0.5151
H -0.6026 -2.2655 6.7144 0.129 -0.040 0.010 0.3861
C -0.7310 5.2851 -3.3524 -0.098 -0.173 -0.186 -0.7920
H -2.2488 3.9749 -6.6652 0.033 0.062 0.046 0.4535
F -4.6661 -6.1282 0.9757 0.054 -0.158 -0.133 -0.3156
H -4.5914 -8.3024 -6.2325 -0.088 0.120 0.027 0.3629
C 0.6559 -3.3829 8.0566 -0.007 -0.017 0.045 -0.5196
H -7.7878 -0.8704 -5.2523 0.159 0.020 0.010 0.4093
H 7.2496 6.0586 3.4479 -0.053 -0.025 0.027 0.3912
H -8.2617 6.0195 -3.4781 0.043 0.056 -0.062 0.4089
C 6.5827 -7.0929 -4.1455 0.205 0.285 -0.099 -0.3814
C 4.0170 6.0612 5.5805 0.304 0.134 -0.263 -0.4669
C 6.6622 5.3112 8.2252 0.913 -0.416 0.113 0.0868
C 1.7755 0.8507 -2.1271 0.730 -1.384 -0.076 -0.1539
C 5.9721 -4.8522 -4.7519 0.734 -0.719 0.108 0.3304
F 3.5813 -2.9615 5.1995 0.162 0.043 -0.206 -0.2680
H 2.1308 -4.4698 9.1882 0.004 0.056 -0.141 0.3685
C 1.9187 -3.9335 8.2688 -0.180 0.199 -0.287 -0.4151
C 3.6099 1.2609 0.0185 -3.336 -1.381 0.263 -0.0747
C -4.1193 0.2509 -4.8886 -1.451 -0.454 -0.151 0.2827
H 6.9322 1.8241 -0.4808 -1.143 -1.255 -0.527 0.3845
C 4.7191 1.9262 -0.9307 -0.477 -0.334 -0.389 -0.9208
H 5.9589 -2.4612 -0.0673 0.749 -0.104 -1.879 0.2018
C -5.7381 -1.2973 -5.7474 0.005 0.274 0.134 -0.1877
H 6.8618 5.0861 6.1050 0.099 -0.056 0.302 0.2181
F 5.7984 3.9158 3.2608 0.181 -0.025 -0.167 -0.1316
N 1.7401 0.1022 1.8633 -1.754 -0.526 -1.616 0.5245
H -4.0311 5.3537 -3.8555 -0.069 0.078 -0.039 0.2233
H 6.4889 -3.5410 -1.5448 -0.441 1.532 0.711 0.3062
H 3.8930 -4.2238 7.4429 -0.055 0.056 -0.040 0.4140
H 6.7310 2.0676 -3.0144 -0.025 -1.782 0.978 0.4092
H 1.3978 1.8936 -2.4313 0.426 -1.559 0.715 0.3345
O -2.4738 -1.0408 1.1881 -0.731 2.135 -4.398 -0.5015
C 3.7416 1.0191 1.5348 1.653 0.588 -0.052 0.4181
Cl -4.5774 0.3693 -0.3435 1.285 -0.437 -0.222 -0.1821
C 7.2914 -4.5566 -5.0617 -0.038 0.198 -0.033 -0.2795
C 6.4261 -1.0889 2.8916 -2.927 5.705 -2.570 -0.3988
O 7.9517 -1.2243 -2.6117 0.342 2.448 1.050 -0.2913
C 8.4901 4.5409 9.5751 -0.057 0.011 -0.329 -0.4523
H 9.3036 -5.3120 -5.1350 -0.153 0.003 0.003 0.3799
H -0.3123 5.6589 -2.4232 -0.053 0.006 -0.133 0.4166
H -5.4782 -7.8506 -3.9615 -0.038 0.121 -0.080 0.3671
H -0.8094 1.2130 -1.8717 -0.222 -1.695 -0.473 -0.0208
H -3.6107 -1.4502 -6.0865 -0.031 0.043 0.019 0.4188
C -6.1131 -5.3278 -6.8311 -0.029 0.169 -0.057 -0.3222
C -1.2012 3.9761 -3.4303 0.034 0.002 -0.074 -0.4558
H 6.6889 5.4343 10.3632 0.003 -0.019 -0.077 0.4197
C -5.5894 -2.8920 3.3360 -0.047 -0.052 0.009 -0.8298
C 8.2671 -5.5366 -4.9035 -0.273 -0.150 0.098 -0.4139
H 4.6175 8.0266 6.2187 0.054 -0.147 -0.069 0.3862
H -1.2714 0.2373 -3.3904 0.787 -0.022 2.168 0.0277
H -6.7579 -5.7575 -3.5285 -0.013 0.008 -0.082 0.4323
H 5.7815 2.1683 1.5359 -1.021 -1.298 0.817 0.1644
H 10.1570 3.7095 8.4979 -0.133 0.065 0.001 0.3684
H -2.5554 -1.3930 -2.1453 1.122 1.222 1.348 0.4619
F -8.2823 8.1043 -5.0176 -0.079 0.044 -0.017 -0.3109
C -6.1554 5.5524 -3.5756 0.145 0.300 -0.258 -0.5481
H -5.9780 -2.1927 -6.3107 0.073 0.163 0.089 0.3446
F -7.2970 -3.9609 -5.3190 -0.168 0.164 0.047 -0.3006
C -1.3463 5.6294 -5.6468 0.029 -0.489 0.587 0.1668
H -9.7632 -4.3897 3.2147 -0.032 0.050 0.035 0.3826
H 6.0676 0.1420 -0.4309 0.192 1.539 -0.960 -0.0409
C -11.2755 -1.9486 5.0205 0.091 0.128 0.066 -0.4611
H -7.3417 -4.0034 3.9108 0.139 -0.003 -0.096 0.4216
H 0.3312 -0.2746 0.1941 1.893 0.820 1.212 -0.0694
C -12.6016 -2.3461 4.8764 0.190 -0.271 -0.192 -0.4252
H -5.9053 8.6368 -5.9036 -0.048 -0.045 0.061 0.4215
C 6.0073 0.1183 2.5572 0.922 -5.775 1.315 -0.3099
H -13.9424 -3.8016 4.0323 0.147 0.038 0.013 0.3586
C -12.9078 -3.4896 4.1406 -0.036 0.021 0.014 -0.4780
H -4.8636 1.8808 -3.7155 0.011 -0.011 -0.064 0.5933
C -10.2717 -2.6927 4.4185 -0.962 -0.274 -0.097 0.4391
C -4.9676 -5.0717 1.7467 -0.205 0.702 0.511 0.4689
C 7.2303 5.1244 9.4766 -0.129 0.066 0.095 -0.4584
H -12.1314 -5.1247 2.9754 0.065 0.120 0.059 0.3498
C -6.4476 0.5931 -4.4216 0.158 -0.303 -0.185 -0.5826
C -6.4396 -3.9964 3.3081 0.275 0.056 -0.159 -0.2016
H 3.1144 6.0556 6.1829 0.135 -0.043 -0.078 0.4060
C -5.9614 7.7745 -5.2492 -0.012 0.120 -0.077 -0.4717
F 5.4455 5.8684 8.1295 -0.188 0.052 0.164 -0.2075
C -6.5979 -5.0824 -5.5547 0.500 -0.839 -0.157 0.4276
O 9.0749 0.8833 -2.5850 -5.545 -3.643 0.014 -0.5350
F -8.9928 -2.3064 4.5536 0.229 0.090 0.038 -0.2523
C 6.0261 7.1761 4.8329 -0.377 -0.112 0.035 -0.2494
C 5.6082 -6.1098 -4.2930 -0.177 0.046 0.031 -0.4117
H 2.7013 0.6305 -2.8047 -1.465 0.538 1.447 0.3375
H -13.3955 -1.7667 5.3368 0.132 -0.059 -0.035 0.3566
C -6.7538 -0.5548 -5.1503 -0.027 0.041 0.029 -0.6867
C -11.8914 -4.2321 3.5446 -0.027 0.273 0.178 -0.4933
C 4.8647 7.1684 5.6012 -0.037 0.016 -0.135 -0.6557
H 5.6008 -1.9458 -1.8655 1.449 -0.716 1.302 0.1298
H -1.0785 -1.6868 -1.0613 -1.540 1.427 -0.138 0.3979
H 7.9725 -0.9543 -0.4527 -0.062 -1.326 -1.408 0.3304
H -3.7701 -2.0209 2.5868 -0.146 -0.234 -0.001 0.5256
C -6.3723 -5.9756 -4.5179 -0.075 0.091 0.136 -0.5205
S -2.5794 -0.0561 0.0150 2.493 0.119 6.052 1.0519
H -3.8578 7.3355 -5.3369 -0.136 -0.018 0.013 0.3123
H -7.2409 1.1726 -3.9602 0.132 -0.045 -0.047 0.3966
C 7.9120 -6.8040 -4.4483 -0.007 -0.050 0.027 -0.4496
C -5.1567 -7.3952 -6.0409 0.025 -0.003 -0.049 -0.4534
C -1.7701 -0.8501 -1.4805 0.851 -0.790 -1.197 -0.9404
C 2.6261 -3.0992 6.1330 -0.649 -0.108 0.674 0.2218
C -0.7985 6.1148 -4.4679 0.033 0.167 -0.012 -0.2322
C -1.8221 4.3284 -5.7334 -0.037 0.004 -0.152 -0.4940
C -4.9198 5.9293 -4.0991 0.025 -0.061 0.039 0.0872
C -4.4279 -2.8821 2.5670 -0.297 -0.163 0.220 -0.2772
H -6.2303 4.6837 -2.9289 -0.034 0.120 -0.046 0.4103
H 3.6795 4.0968 4.7490 0.047 0.027 0.032 0.4553
C -4.8216 7.0409 -4.9333 -0.253 -0.169 0.165 -0.2995
C 1.3749 -2.5424 5.9148 0.016 0.026 -0.102 0.4076
C -5.3837 -6.4882 -7.0745 -0.061 -0.044 0.357 -0.4104
C -7.1853 7.3946 -4.7181 0.641 -0.411 0.172 0.1483
H -1.1449 3.3271 -2.5608 -0.062 0.117 -0.045 0.5932
C 0.3827 -2.6901 6.8799 0.254 -0.145 0.135 -0.2828

=====

# 2
77
Properties=species:S:1:pos:R:3:forces:R:3:mulliken_charge:R:1 method="wB97M-V/def2-TZVPD" lumo_energy_ev="-2.167 / -2.932" largest_force_ha_per_bohr=0.058 e_homo_ev="-7.386 / -7.972" s_squared=2.0191 energy_ev=-82508.40161 de_lowest_kj_mol=533.4 multiplicity=3
H -2.6450 -4.1428 3.3656 -0.132 0.252 0.040 0.4512
C -1.2793 1.4078 -2.2644 -1.380 -1.272 -1.408 0.2407
Pt 0.1029 0.7734 -0.8549 -0.543 -1.498 2.310 1.5053
F 0.0482 1.3231 5.4109 -0.490 -0.039 0.522 -0.2176
C 1.4826 0.8836 -2.4613 1.571 1.977 -0.334 0.1124
H 1.8544 -0.3609 -4.1080 -0.256 0.434 -0.075 0.4689
N -2.5663 -1.5762 1.2798 1.246 -0.627 0.899 1.3573
O -1.6479 2.1000 3.0524 -0.027 -0.925 0.483 -0.7360
H 2.1069 2.6913 -1.4838 -0.180 -0.279 0.529 0.2932
H -1.2568 -2.3049 -1.7882 -0.036 -0.070 0.436 0.6189
N 3.5857 0.0737 -0.3808 0.386 1.474 0.518 0.2475
C -0.2739 -0.3959 -3.8179 1.219 0.013 -0.274 -1.3207
C -1.2759 1.0913 5.5053 -0.660 -0.079 -0.771 0.4253
O -3.3520 0.5157 3.9329 1.544 0.284 -0.391 -0.6621
H 0.4551 2.0825 1.4232 -0.274 -0.024 -0.491 0.6779
O -1.0829 -0.2947 3.3032 -0.469 1.196 0.254 -0.6042
H -5.7194 2.1209 -1.5851 0.234 -0.314 0.242 0.4131
C 2.8229 -1.6972 2.3554 0.769 -0.863 -0.740 -0.5001
C 3.6259 1.4355 -0.1131 0.843 0.221 -0.529 -0.7238
H 1.0622 -2.4970 -1.8251 -0.462 0.077 0.262 0.4044
N 2.5096 -1.9729 1.0190 0.781 -0.091 0.749 0.5905
H 0.8555 3.7615 -3.4252 -0.009 -0.042 0.285 0.4356
H 6.4290 1.0808 -1.8389 -0.215 -0.209 0.301 0.4092
F -1.4877 -0.0282 6.2447 0.320 1.045 -0.403 -0.2182
C 0.3175 3.2135 -2.6372 -0.093 0.096 0.386 -0.8863
C -4.8436 1.8092 -1.0189 0.696 -1.096 0.282 -1.0357
H -0.8154 2.1614 -4.1961 -0.080 0.220 0.023 0.3286
H -1.7951 3.2077 -3.1069 0.259 0.006 -0.438 0.4290
C -3.9377 -1.8724 1.3071 -0.226 -0.529 0.616 -0.4692
C 4.7795 2.0321 -0.6446 -0.886 -0.873 0.151 -0.6292
C -3.0046 1.8577 0.3203 -0.370 0.425 -1.030 -0.8913
S -1.9372 0.8350 3.7385 -0.548 -0.166 0.875 1.2259
F -1.8765 2.1449 6.1194 0.665 -0.949 -0.368 -0.2167
H -0.7530 -0.2524 -4.8102 -0.176 -0.143 0.678 0.3984
H 4.3472 -2.5499 3.6765 0.091 0.014 0.266 0.4801
H 5.0816 -3.9822 1.4685 0.059 -0.034 0.115 0.4677
C -4.3860 0.5078 -0.8068 -0.023 0.514 -0.503 -0.2315
C 5.5014 0.9808 -1.2790 -0.802 -0.688 0.328 -0.7060
C 3.9026 -2.4920 2.7054 -0.774 0.362 -0.762 -0.7212
C -3.9508 2.6680 -0.3240 1.025 -0.979 0.748 -0.6131
H 2.2104 -0.9969 2.9016 0.153 -0.042 0.133 0.5255
C 4.7647 -0.2026 -1.0714 -0.152 0.655 -0.309 -0.6064
H 2.8382 1.9449 0.4168 0.139 -0.135 -0.046 0.5128
C -2.8724 -3.3237 2.6958 0.472 0.685 -0.535 -0.7923
H 0.1765 0.4205 1.9336 -0.022 0.247 -0.724 0.0846
P 1.7215 -0.9535 -0.1106 1.533 -0.845 -0.866 -0.2166
C 4.2913 -3.2568 1.5489 -0.867 0.605 -0.267 -0.7504
H 1.0996 1.1859 -4.5403 -0.102 -0.202 0.161 0.3994
H -1.9926 -0.5981 -2.6034 0.086 -0.019 1.072 0.9821
C 1.0689 0.3579 -3.8192 -0.012 -0.453 -0.210 -1.4425
C -0.9369 2.5294 -3.1757 0.610 0.462 0.049 -1.1205
C 1.2520 2.2200 -1.9518 0.431 -0.358 -1.734 0.0328
H 5.0316 3.0926 -0.5845 -0.037 -0.486 0.022 0.4592
H -4.8863 -0.4120 -1.0749 0.312 0.020 -0.219 0.6232
H -0.0244 3.9324 -1.8733 0.395 -0.055 -0.306 0.3796
H -0.0252 -1.4732 -3.7235 -0.446 0.470 -0.071 0.3705
C -1.1105 0.0353 -2.6575 -1.264 1.621 -0.657 -0.5149
H 1.7675 0.9724 1.5582 0.004 -0.015 -0.477 0.8043
C -1.9348 -2.4655 2.1646 -0.966 -0.651 -0.551 -0.7767
C 0.7342 1.0396 1.2084 0.604 0.520 1.624 -1.6903
H 5.0245 -1.2119 -1.3638 -0.141 0.119 0.012 0.4148
C -0.8607 -2.2480 -0.7659 -0.983 -0.106 -0.037 -1.4509
H -1.2630 -3.0903 -0.1835 0.003 0.320 -0.250 0.6711
H 3.3462 -3.2579 -0.4910 0.175 -0.039 -0.045 0.4924
H -2.2081 2.1296 0.9964 0.014 0.023 -0.027 0.3260
H -0.8793 -2.3709 2.3166 0.191 -0.194 0.179 0.5933
H -4.6265 -1.2659 0.7499 -0.034 -0.169 0.209 0.3666
C -4.1555 -2.9349 2.1729 0.787 0.976 -0.848 -0.8289
H -2.1238 1.6850 -1.6467 -0.178 -0.510 -0.009 0.0806
P -1.6320 -0.6786 0.1236 -2.928 0.005 0.512 0.1918
C 3.4384 -2.9165 0.5255 -0.212 0.423 1.130 -0.5455
H 2.4595 0.4587 -2.2112 -0.442 0.319 0.511 0.6288
H -3.9759 3.7486 -0.3068 -0.086 -0.132 0.302 0.5127
H 0.9727 -3.2416 -0.2261 -0.159 0.316 -0.182 0.6691
N -3.2276 0.5143 -0.0080 0.573 0.057 -0.967 0.3647
H -5.1229 -3.3566 2.4170 0.205 0.099 -0.102 0.4459
C 0.6766 -2.3514 -0.7986 -0.253 -0.354 -0.260 -0.7940